111
Properties=species:S:1:pos:R:3:forces:R:3 method="wB97M-V/def2-TZVPD" de_lowest_ev=0.461 gap_ha=0.124 charge=-2 lumo_ev=3.5455 homo_ha=0.006
Na 0.6370 -1.0483 0.0900 -1.230 0.077 0.939
N 2.8545 -2.6204 3.4927 0.001 -0.141 0.242
C 1.6763 -2.4671 2.8605 -0.206 0.037 0.159
N 1.8939 -1.8113 1.7544 0.538 -0.188 -0.210
C 3.2231 -1.5716 1.7631 0.024 0.054 -0.601
N 3.8697 -2.0470 2.8044 -0.087 -0.083 0.131
C 3.8532 -0.8129 0.6583 0.010 -0.230 0.363
C 5.2094 -0.9385 0.3661 0.110 -0.046 -0.009
N 5.7740 -0.3200 -0.6629 0.151 -0.223 0.241
C 4.9633 0.4173 -1.4104 -0.118 0.126 -0.098
C 3.6232 0.5694 -1.1032 -0.192 0.083 0.042
N 3.0627 -0.0237 -0.0541 0.153 0.035 -0.282
H 3.0394 -3.0463 4.3781 -0.023 -0.063 0.163
H 0.6997 -2.8079 3.2128 0.385 0.159 -0.152
H 5.8377 -1.5672 0.9864 -0.023 0.004 -0.024
H 5.3970 0.8983 -2.2803 -0.040 0.041 -0.003
H 2.9772 1.1827 -1.7230 -0.005 -0.053 -0.004
C 2.4116 1.3938 2.8445 0.249 0.027 -0.186
Si 0.6891 1.2210 3.5908 -0.039 0.261 0.222
C -0.1311 2.9162 3.3131 -0.089 0.288 -0.139
C 1.1028 1.2036 5.4588 0.073 -0.141 0.309
N -0.1364 -0.0756 2.9646 -0.994 -0.457 0.161
C -1.3028 -0.6393 3.4511 0.402 0.234 0.132
C -1.9978 -0.1465 4.5915 0.081 -0.006 -0.186
C -3.0997 -0.7704 5.2011 0.285 0.120 -0.177
C -3.5716 -1.9521 4.6667 0.165 -0.089 -0.264
C -2.9563 -2.4503 3.5037 0.100 0.068 -0.158
C -1.8731 -1.8331 2.8247 0.017 -0.260 -0.311
N -1.3570 -2.3078 1.6236 -0.031 0.413 0.811
Si -1.8235 -3.6670 0.7868 -0.033 -0.204 0.009
C -3.6505 -3.8170 0.2638 -0.317 0.147 -0.089
C -0.8790 -3.7604 -0.8304 0.269 -0.025 -0.233
C -1.4591 -5.3182 1.6633 0.105 -0.224 0.134
H 2.9919 2.1583 3.3878 -0.148 -0.132 -0.115
H 2.3405 1.6989 1.7925 0.073 -0.044 0.131
H 2.9705 0.4459 2.8890 -0.180 0.459 0.099
H 0.5290 3.7515 3.6097 -0.162 -0.185 -0.051
H -1.0733 3.0006 3.8757 0.172 -0.019 -0.101
H -0.3624 3.0164 2.2392 0.062 -0.028 0.293
H 1.6205 2.1289 5.7616 -0.075 -0.183 -0.083
H 1.7729 0.3536 5.6754 -0.131 0.205 -0.026
H 0.2148 1.0852 6.0913 0.149 0.026 -0.066
H -1.6274 0.7815 5.0250 -0.083 -0.107 -0.031
H -3.5621 -0.3316 6.0832 0.067 0.012 -0.054
H -4.4031 -2.4844 5.1252 0.060 0.012 -0.086
H -3.3466 -3.3715 3.0707 0.037 0.100 0.084
H -3.8887 -3.0394 -0.4813 0.036 -0.193 0.151
H -4.3334 -3.6775 1.1125 0.088 -0.035 -0.156
H -3.8610 -4.7972 -0.1896 0.043 0.143 0.042
H -0.9943 -2.8266 -1.4033 0.031 -0.239 0.112
H -1.2254 -4.5934 -1.4646 0.078 0.187 0.138
H 0.1980 -3.9119 -0.6395 -0.281 0.061 -0.107
H -2.0692 -5.4312 2.5691 0.087 -0.006 -0.100
H -0.4009 -5.3427 1.9681 -0.212 -0.018 -0.063
H -1.6449 -6.1857 1.0102 0.023 0.152 0.117
C -5.4093 1.3657 -2.5790 0.034 0.011 0.011
C -4.1208 0.8488 -1.9916 -0.032 0.000 -0.033
C -4.0940 0.2282 -0.7501 -0.014 0.063 -0.068
C -2.8820 -0.2050 -0.2243 0.279 0.060 0.102
N -1.7287 -0.0562 -0.8799 0.113 -0.022 -0.144
C -1.7480 0.5283 -2.0802 -0.047 -0.175 0.233
C -2.9126 0.9971 -2.6686 -0.057 0.038 -0.029
H -6.2588 0.7594 -2.2588 0.033 0.027 -0.011
H -5.3721 1.3653 -3.6702 -0.010 -0.001 0.033
H -5.5946 2.3947 -2.2543 -0.004 -0.047 -0.015
H -5.0096 0.0746 -0.1902 0.023 0.004 0.021
H -2.8070 -0.6939 0.7511 0.015 0.087 -0.271
H -0.7843 0.6083 -2.5847 -0.150 -0.037 0.112
H -2.8825 1.4760 -3.6436 0.016 -0.048 0.048
N 0.2514 2.3026 -0.3007 -0.078 0.043 0.205
S 1.0024 3.3436 -1.1843 0.132 -0.336 -0.075
C 1.8443 4.5240 -0.1106 0.023 -0.038 0.028
C 1.1399 5.2969 0.8002 -0.008 0.042 0.153
C 1.8386 6.0445 1.7351 -0.013 0.032 -0.001
C 3.2303 6.0179 1.7546 -0.021 -0.092 -0.089
C 3.9272 5.2375 0.8409 -0.038 0.043 -0.011
C 3.2292 4.4813 -0.0947 0.120 0.033 0.033
C -0.3070 4.4438 -1.7204 -0.057 -0.190 -0.017
C -1.6095 4.1135 -1.4027 -0.261 -0.032 0.037
C -2.6425 4.9317 -1.8604 0.101 -0.189 0.128
C -2.3625 6.0471 -2.6312 -0.055 0.033 -0.022
C -1.0468 6.3602 -2.9487 0.220 -0.002 -0.006
C -0.0123 5.5533 -2.4937 0.016 0.276 -0.133
H 0.6933 1.3823 -0.3414 0.047 0.391 -0.222
H 0.0539 5.2801 0.8050 0.118 -0.009 0.002
H 1.2941 6.6326 2.4661 0.048 -0.048 -0.040
H 3.7702 6.5862 2.5012 0.006 0.023 -0.001
H 5.0109 5.2036 0.8633 -0.066 -0.015 0.021
H 3.7612 3.8353 -0.7894 -0.079 0.068 0.067
H -1.7839 3.2196 -0.8056 0.013 0.119 -0.090
H -3.6667 4.6845 -1.6111 -0.003 -0.018 0.003
H -3.1687 6.6748 -2.9926 0.010 -0.008 0.014
H -0.8258 7.2337 -3.5519 0.003 -0.042 0.015
H 1.0208 5.7915 -2.7303 -0.070 -0.006 0.007
O 2.5770 -2.7205 -1.4247 -0.552 0.383 -0.367
C 1.6891 -2.2116 -2.1486 0.300 0.305 0.117
O 1.0846 -1.1064 -1.9700 0.474 -0.695 -0.860
C 1.2827 -3.0067 -3.3914 -0.045 0.063 -0.006
C 0.2446 -2.5714 -4.2059 -0.019 -0.041 -0.076
C -0.1647 -3.3024 -5.3314 -0.069 0.166 0.093
C 0.5144 -4.4676 -5.5842 -0.110 0.086 -0.099
O 0.3175 -5.3596 -6.6208 0.080 -0.237 -0.138
C 1.2732 -6.4039 -6.4258 -0.050 0.422 0.320
O 2.0515 -6.0879 -5.2761 -0.012 -0.210 -0.204
C 1.5435 -4.8987 -4.7820 0.123 0.004 0.141
C 1.9539 -4.1999 -3.6773 0.137 -0.092 0.053
H -0.2548 -1.6498 -3.9281 0.030 -0.079 -0.029
H -0.9824 -2.9774 -5.9688 0.117 -0.031 0.113
H 1.9201 -6.4749 -7.2988 0.135 0.072 -0.152
H 0.7561 -7.3495 -6.2726 -0.150 -0.142 0.102
H 2.7536 -4.5356 -3.0246 -0.122 0.078 -0.070

112
Properties=species:S:1:pos:R:3:forces:R:3 method="wB97M-V/def2-TZVPD" de_lowest_ev=0.400 gap_ha=0.230 charge=-2 lumo_ev=3.4846 homo_ha=-0.102
Ba -0.0939 0.0818 1.0744 0.248 -0.911 0.389
C 2.5808 -2.4316 2.1384 0.040 -0.020 -0.036
N 2.4506 -1.0504 2.5660 -0.042 0.145 0.023
C 3.6214 -0.2847 2.1653 0.001 0.019 -0.025
C 2.2490 -0.9389 4.0149 -0.029 -0.080 -0.052
C 1.4890 0.3293 4.3886 0.008 0.008 -0.051
N 0.1313 0.2323 3.8966 -0.240 0.039 -0.194
C -0.9163 0.1454 4.6977 -0.036 -0.037 -0.025
C -2.2067 -0.0254 4.0966 -0.030 -0.039 -0.050
F -2.2520 -0.1231 2.7321 -0.064 0.062 0.145
C -3.3888 -0.1299 4.7726 0.055 0.005 0.000
F -4.5294 -0.2921 4.0636 0.010 0.013 0.019
C -3.4512 -0.0800 6.1584 -0.046 -0.006 -0.038
C -2.2309 0.0707 6.7874 0.044 0.003 0.060
F -2.2005 0.1155 8.1431 -0.011 0.003 -0.047
C -1.0298 0.1778 6.1222 -0.003 -0.004 0.072
F 0.0801 0.3051 6.9048 -0.004 0.007 0.008
H 3.4570 -2.9279 2.5929 0.006 0.003 0.013
H 2.6883 -2.4677 1.0532 0.003 0.004 -0.012
H 1.6826 -2.9890 2.4024 -0.003 -0.001 0.000
H 4.5412 -0.6870 2.6257 0.002 -0.002 0.000
H 3.5127 0.7572 2.4635 0.001 -0.006 0.004
H 3.7285 -0.3050 1.0814 -0.002 -0.022 -0.002
H 3.2227 -0.9930 4.5340 0.002 0.022 0.012
H 1.6530 -1.7929 4.3446 -0.002 0.002 -0.004
H 1.9768 1.1832 3.9001 -0.017 0.005 0.008
H 1.5830 0.4956 5.4604 0.003 -0.029 0.007
H -4.3808 -0.1530 6.6988 0.004 0.003 0.016
O 3.3074 7.4786 0.7519 -0.053 0.033 0.050
C 2.3792 6.9264 0.1278 0.155 -0.039 -0.162
O 1.6755 7.3505 -0.8089 -0.041 0.030 0.063
C 2.0894 5.4653 0.5526 -0.076 -0.024 0.060
C 2.8397 4.8405 1.5412 0.006 -0.064 0.019
C 2.5801 3.5176 1.8535 0.169 -0.088 -0.066
N 1.6436 2.7776 1.2542 -0.330 0.136 -0.034
C 0.8833 3.4065 0.3431 0.035 0.296 -0.113
C 1.0750 4.7244 -0.0383 0.040 0.018 -0.013
C -0.2183 2.5202 -0.1925 0.116 -0.168 0.150
O -1.2786 2.4714 0.4669 -0.046 0.229 -0.007
O 0.1083 1.6672 -1.0632 0.179 0.181 -0.287
H 3.6202 5.4003 2.0379 0.004 0.012 -0.005
H 3.1737 3.0105 2.6100 -0.016 -0.003 0.016
H 0.4574 5.1941 -0.7928 -0.007 -0.003 -0.002
Cl -0.1361 -2.7897 -1.6054 -0.002 0.058 0.091
C -0.6473 -2.7534 0.2150 0.039 0.130 0.038
H -0.0125 -3.5480 0.6354 0.015 0.023 -0.013
H -1.6465 -3.2039 0.1615 -0.013 0.041 -0.006
C -9.0381 -2.4106 -0.2905 0.018 0.012 0.002
C -8.5494 -1.1281 -0.5016 0.010 -0.010 0.001
C -7.2024 -0.8491 -0.3098 -0.006 -0.036 -0.016
C -6.3251 -1.8493 0.1011 -0.057 0.073 -0.032
C -6.8271 -3.1282 0.3236 -0.040 -0.039 0.016
C -8.1716 -3.4130 0.1215 0.034 0.014 0.000
As -4.3977 -1.5658 0.3904 0.037 -0.125 0.092
C -3.8533 -1.8673 -1.4532 -0.030 0.001 -0.034
C -3.6733 -3.0880 -2.0802 0.019 0.008 -0.034
C -3.2368 -3.1228 -3.3974 0.007 0.015 0.014
C -2.9599 -1.9387 -4.0684 0.000 0.008 0.006
C -3.1301 -0.7147 -3.4392 0.002 -0.004 -0.005
C -3.5922 -0.6710 -2.1290 -0.030 0.023 0.038
C -3.8603 0.5525 -1.3420 0.018 -0.032 -0.014
C -3.7253 1.8608 -1.7939 0.005 -0.007 -0.009
C -4.0413 2.9143 -0.9525 0.013 -0.003 0.017
C -4.4741 2.6788 0.3468 0.023 0.008 -0.018
C -4.5919 1.3789 0.8148 0.001 -0.031 -0.016
C -4.3031 0.3210 -0.0360 0.034 0.038 0.046
H -10.0888 -2.6260 -0.4421 -0.004 0.000 -0.001
H -9.2184 -0.3379 -0.8207 -0.007 -0.001 -0.002
H -6.8309 0.1531 -0.4852 0.005 0.002 0.003
H -6.1633 -3.9166 0.6629 0.019 0.017 0.001
H -8.5402 -4.4170 0.2945 -0.012 0.002 -0.002
H -3.8480 -4.0138 -1.5441 0.001 0.005 0.008
H -3.0740 -4.0743 -3.8878 -0.003 -0.001 -0.004
H -2.5859 -1.9702 -5.0843 0.002 -0.002 -0.002
H -2.8902 0.2015 -3.9643 0.005 -0.002 -0.005
H -3.3542 2.0597 -2.7915 0.003 0.006 0.000
H -3.9112 3.9322 -1.2971 0.002 0.000 -0.002
H -4.6777 3.5120 1.0068 -0.002 0.003 0.004
H -4.8942 1.1905 1.8383 0.004 -0.005 0.001
C 3.0914 -4.4485 -1.0102 0.006 -0.010 -0.003
Si 3.9490 -3.3780 -2.2780 0.007 0.050 0.068
C 2.9904 -3.3167 -3.8806 0.006 -0.012 -0.012
C 5.6366 -4.1388 -2.6328 0.019 -0.023 -0.012
C 4.2562 -1.6433 -1.6296 0.182 -0.082 -0.002
Te 2.5672 -0.3345 -1.5977 -0.355 0.068 -0.150
C 3.7470 1.4177 -1.2354 0.100 0.007 0.092
Si 3.8618 2.5567 -2.7191 -0.032 0.053 0.027
C 2.1730 2.8645 -3.4508 0.004 0.030 -0.010
C 4.9635 1.7153 -3.9940 -0.009 -0.033 -0.019
C 4.6483 4.1739 -2.1984 0.002 -0.018 0.007
H 2.9639 -5.4618 -1.4010 -0.008 -0.006 0.008
H 2.1006 -4.0589 -0.7680 0.010 -0.004 0.002
H 3.6843 -4.5137 -0.0938 -0.013 -0.002 0.009
H 2.8912 -4.3197 -4.3044 -0.008 0.007 -0.011
H 3.5037 -2.6849 -4.6104 -0.019 0.003 -0.005
H 1.9894 -2.9123 -3.7234 -0.018 -0.001 0.011
H 5.5234 -5.1597 -3.0080 0.021 -0.002 -0.003
H 6.2527 -4.1800 -1.7311 -0.008 0.003 0.005
H 6.1810 -3.5616 -3.3841 -0.002 -0.003 -0.005
H 4.9891 -1.1707 -2.2911 -0.017 0.013 0.004
H 4.7001 -1.6840 -0.6299 -0.026 -0.013 0.001
H 4.7321 1.0456 -0.9380 0.000 0.051 -0.001
H 3.3115 1.9214 -0.3714 -0.027 0.004 -0.033
H 1.8388 2.0102 -4.0429 -0.022 -0.006 0.007
H 2.1903 3.7512 -4.0898 -0.003 -0.006 -0.009
H 1.4359 3.0191 -2.6596 0.027 -0.003 -0.042
H 4.5840 0.7143 -4.2182 0.008 -0.003 -0.001
H 5.9894 1.6220 -3.6280 0.006 -0.013 -0.008
H 4.9878 2.2787 -4.9302 0.009 0.013 0.006
H 4.0046 4.7198 -1.5044 0.007 -0.004 -0.010
H 4.8227 4.8198 -3.0629 -0.002 0.010 0.011
H 5.6078 4.0057 -1.7026 0.008 0.012 0.003